[1]
Density functional theory data (ωB97M-V/def2-TZVPD) for C26H50Cl4O2P2Si2W as an isolated structure at a distorted geometry.

Atoms and positions in Å:
W (0.40112, -1.03320, 0.03636)
C (1.44552, 0.46841, 1.09844)
C (1.15547, -0.56913, 2.05401)
C (1.96488, -1.71868, 1.66852)
Si (0.20688, -0.09515, 3.61283)
C (2.70400, -1.37559, 0.53943)
C (2.35669, -0.03977, 0.12093)
Si (3.25062, 1.19038, -1.00510)
H (1.09974, 1.51539, 1.05693)
H (2.05461, -2.67282, 2.18891)
H (3.48820, -1.96617, 0.06404)
Cl (0.34376, -3.23224, -0.63031)
C (3.88584, 2.65794, -0.01242)
C (4.71550, 0.36195, -1.83058)
C (1.00502, 1.34793, 4.47079)
C (0.12480, -1.47537, 4.85840)
H (5.41467, 0.01773, -1.05173)
H (5.27088, 1.08484, -2.45021)
H (4.43109, -0.49781, -2.45602)
H (3.08178, 3.35325, 0.25617)
H (4.65317, 3.20023, -0.58265)
H (4.35205, 2.29026, 0.91158)
H (1.15496, -1.80298, 5.07294)
H (-0.44918, -2.36099, 4.55792)
H (-0.29297, -1.08099, 5.80161)
H (2.09158, 1.24828, 4.34208)
H (0.76501, 1.34728, 5.54387)
H (0.70512, 2.29591, 4.01451)
C (1.87680, 1.66110, -2.16568)
C (-1.40528, 0.39185, 2.78544)
P (0.69180, 0.29293, -2.39484)
H (2.27533, 2.00901, -3.13240)
H (1.30912, 2.52419, -1.74478)
P (-1.91988, -0.70261, 1.42402)
H (-1.29530, 1.37660, 2.29426)
H (-2.23552, 0.46395, 3.51007)
C (-3.66564, -0.09344, 1.23966)
C (-2.26791, -2.32306, 2.28078)
C (1.57233, -0.86242, -3.58225)
C (-0.46670, 1.16743, -3.57420)
C (-1.60795, 1.77407, -2.80255)
H (-0.84821, 0.37439, -4.22490)
C (0.15858, 2.24922, -4.46672)
H (0.49888, 3.11134, -3.88917)
H (-0.62472, 2.60647, -5.13760)
H (0.97756, 1.89352, -5.09273)
H (-2.18030, 1.02109, -2.25898)
H (-2.28959, 2.24632, -3.52249)
H (-1.27598, 2.52820, -2.06910)
H (2.24198, -1.44672, -2.92233)
C (2.42241, -0.26304, -4.71365)
C (0.55258, -1.84114, -4.19138)
H (3.06993, 0.56404, -4.40692)
H (1.80977, 0.06803, -5.56649)
H (3.09125, -1.04732, -5.11094)
H (-0.07210, -2.29704, -3.41359)
H (1.07655, -2.64620, -4.73466)
H (-0.11423, -1.33739, -4.90724)
H (-1.25851, -2.72848, 2.47018)
C (-2.99025, -3.25674, 1.30091)
C (-3.04468, -2.27772, 3.61672)
H (-2.67152, -1.55273, 4.34566)
H (-2.97340, -3.26136, 4.10797)
H (-4.11347, -2.08464, 3.45728)
H (-2.50907, -3.29401, 0.31506)
H (-4.03715, -2.95073, 1.14826)
H (-3.00288, -4.27778, 1.71354)
C (-3.78674, 0.77797, -0.00029)
C (-4.28711, 0.65588, 2.43770)
H (-4.25321, -1.01093, 1.09674)
H (-3.78255, 1.60784, 2.64739)
H (-4.33006, 0.06216, 3.35641)
H (-5.32423, 0.89894, 2.17741)
H (-3.02994, 1.58317, -0.02168)
H (-4.78073, 1.25010, 0.00926)
H (-3.69349, 0.19376, -0.92129)
C (-1.55731, -1.82885, -1.50681)
H (-1.89608, -2.80842, -2.02890)
H (-2.25041, -1.45051, -0.71777)
H (-1.29153, -1.00247, -2.21351)
Cl (-0.67596, 6.04085, 1.34281)
C (-0.31467, 4.34811, 1.70526)
Cl (1.38143, 4.10319, 2.34760)
Cl (-1.44255, 3.74445, 2.97429)
C (-0.43797, 3.51372, 0.29216)
O (0.17613, 4.01609, -0.67236)
O (-1.09286, 2.42817, 0.35238)

The energy above the lowest of the compared OMol25 structures with the same formula, charge and spin comes out at 0.169 eV. As for the spin multiplicity: 3. The HOMO energy (alpha / beta) is -7.38 / -7.57 eV.

=====

[2]
Density functional theory data (ωB97M-V/def2-TZVPD) for a 3-piece molecular cluster, C26H50ClFI2N3O9P2 overall at a distorted geometry.

Atoms and positions in Å:
C (5.92948, -1.00899, 0.58047)
C (4.62689, -0.84265, 0.00205)
C (4.17089, -1.92484, -1.07295)
N (4.21220, -1.50746, -2.49865)
C (4.25721, -0.05991, -2.71409)
N (5.51650, 0.45414, -2.73350)
N (3.03674, 0.65551, -2.97259)
C (3.13511, 2.11285, -3.10159)
I (2.44648, 3.25579, -1.32308)
C (2.44322, 2.72668, -4.45596)
C (3.62818, 3.02446, -5.54059)
C (1.81517, 0.06435, -2.43589)
F (1.75829, -0.03483, -0.97482)
C (0.40757, 0.66111, -2.89050)
C (-0.83711, -0.26929, -2.41029)
O (-1.54708, -0.82870, -3.29123)
Cl (-1.30994, -0.53465, -0.67628)
C (1.74018, -1.49632, -2.92634)
C (3.15068, -2.09914, -3.35340)
I (3.48070, -1.67010, -5.50045)
C (3.26416, -3.70108, -3.21773)
C (2.37463, -4.52580, -2.48880)
H (6.52395, -0.17343, 1.07132)
H (6.45498, -2.03351, 0.50591)
H (4.00364, 0.04597, 0.37052)
H (4.89188, -2.82330, -0.95949)
H (3.14749, -2.33514, -0.71634)
H (6.15252, 0.04581, -3.44463)
H (5.86625, 1.16476, -2.08068)
H (4.21169, 2.52571, -3.20323)
H (1.95096, 3.74298, -4.26261)
H (1.74829, 1.98311, -4.96834)
H (3.11449, 3.29140, -6.53332)
H (4.20035, 2.03842, -5.74317)
H (4.36660, 3.81378, -5.17625)
H (0.37202, 0.59745, -4.04415)
H (0.15957, 1.70918, -2.52504)
H (1.21799, -2.07897, -2.08676)
H (1.07241, -1.52903, -3.87072)
H (4.15865, -4.19696, -3.74705)
H (1.61646, -4.11445, -1.74454)
H (2.44728, -5.66053, -2.68039)
O (-6.54462, 3.40331, -2.27372)
P (-6.34653, 2.89694, -0.84105)
O (-7.06612, 1.40959, -1.07545)
C (-6.79325, 0.64259, -2.24197)
C (-5.43783, -0.03895, -2.18217)
O (-7.63814, 3.67956, -0.16872)
C (-8.22363, 4.81473, -0.79254)
C (-9.38809, 4.39812, -1.67300)
O (-6.01329, 2.41585, 0.76508)
C (-5.23348, 1.27670, 1.06534)
C (-3.76554, 1.50177, 0.78185)
H (-6.87504, 1.24820, -3.14665)
H (-7.57232, -0.12203, -2.30834)
H (-4.63569, 0.69100, -2.04511)
H (-5.24556, -0.59734, -3.10164)
H (-5.39158, -0.74352, -1.34815)
H (-7.47796, 5.38674, -1.35014)
H (-8.59206, 5.46994, 0.00194)
H (-9.09269, 3.65147, -2.41328)
H (-9.80325, 5.26251, -2.19801)
H (-10.17764, 3.94398, -1.06977)
H (-5.61539, 0.39249, 0.55594)
H (-5.35963, 1.08201, 2.13491)
H (-3.60152, 1.80712, -0.25731)
H (-3.19537, 0.59249, 0.97870)
H (-3.37286, 2.30255, 1.41526)
O (-0.13606, -1.81923, 4.70711)
P (1.29367, -2.31966, 4.93421)
O (1.99043, -0.81062, 5.08302)
C (1.36605, 0.20902, 5.85539)
C (1.54463, -0.00431, 7.34744)
O (1.66540, -2.59290, 3.34464)
C (0.64952, -2.76859, 2.36875)
C (0.32141, -1.44711, 1.69692)
O (2.83241, -2.99598, 5.23833)
C (3.54827, -2.74224, 6.43139)
C (2.95061, -3.46378, 7.61817)
H (0.30681, 0.30497, 5.60888)
H (1.83783, 1.15461, 5.57310)
H (1.14646, -0.97375, 7.65697)
H (1.03255, 0.77781, 7.91306)
H (2.60184, 0.02332, 7.62194)
H (-0.23862, -3.23410, 2.80295)
H (1.03470, -3.46635, 1.61840)
H (0.04179, -0.67943, 2.42219)
H (-0.50132, -1.56799, 0.98372)
H (1.19368, -1.06586, 1.16016)
H (3.64554, -1.67225, 6.61204)
H (4.56617, -3.11136, 6.27152)
H (1.89437, -3.20650, 7.75130)
H (3.49432, -3.21358, 8.53116)
H (2.99897, -4.54632, 7.47046)

As for the total charge: +1. The HOMO energy is -11.34 eV.